No. 1
C42H105F2K2NO32P7S2 as an isolated structure. Source: OMol25; level of theory: the ωB97M-V functional and the def2-TZVPD basis.

The HOMO energy comes out at -0.3986 Eh. For the molecular weight, the calculation gives 1533.4 Da. As for the net charge: +1. As for the calculated total energy: -237050.22984 eV. For the energy above the lowest of the compared OMol25 structures with the same formula, charge and spin, the calculation gives 0.000 eV.

Geometry as XYZ:
```
193
Properties=species:S:1:pos:R:3:lowdin_charge:R:1
K 3.54487 -5.72474 -2.86867 0.957
K 5.93827 -1.30166 -5.05424 0.970
N 2.56558 -1.48889 -2.09167 -0.292
S 2.87264 -0.60146 -0.69720 0.534
O 2.56980 -1.25046 0.57827 -0.282
O 2.68394 0.81429 -0.72736 -0.244
F 4.49109 -0.80478 -0.80355 -0.251
S 1.13470 -0.99158 -2.07140 0.396
O 0.85035 0.20327 -2.87642 -0.296
O 0.23149 -1.38878 -1.02921 -0.252
F 0.62015 -2.02454 -3.21501 -0.261
C 0.48292 -13.59547 -0.23596 -0.075
C -0.20161 -12.24790 -0.02203 -0.298
O 0.35958 -11.40790 0.93290 -0.167
P 1.73436 -10.55866 0.71728 0.461
O 1.65857 -9.50839 -0.34465 -0.278
O 2.16230 -10.02787 2.13905 -0.179
C 1.46904 -9.00633 2.93711 -0.220
C 1.28583 -7.75208 2.17552 -0.098
O 2.85578 -11.69569 0.46071 -0.178
C 4.03065 -11.43825 -0.31883 -0.285
C 5.23365 -11.05298 0.50055 -0.073
H 0.71004 -14.10206 0.70206 0.078
H -0.28546 -14.27179 -0.61051 0.083
H 1.46294 -13.50697 -0.70481 0.066
H -0.32250 -11.85926 -1.03319 0.118
H -1.21273 -12.38919 0.35976 0.123
H 0.52608 -9.53523 3.07564 0.121
H 1.96843 -8.76100 3.87441 0.125
H 0.62706 -8.02198 1.35012 0.070
H 0.89494 -6.93688 2.78441 0.089
H 2.21952 -7.30147 1.83894 0.081
H 4.23564 -12.22178 -1.04833 0.123
H 3.87298 -10.57177 -0.96106 0.091
H 5.06367 -10.19763 1.15445 0.079
H 5.55011 -11.90946 1.09586 0.082
H 6.02472 -10.85327 -0.22224 0.078
C 1.45076 -4.47047 -10.33525 -0.084
C 0.20495 -3.74453 -9.75928 -0.250
O 0.03233 -2.38884 -10.15957 -0.197
P 1.20274 -1.24942 -10.25167 0.539
O 2.21919 -1.46086 -9.11719 -0.309
O 1.86658 -1.38170 -11.75355 -0.172
C 1.05513 -1.36200 -12.86587 -0.319
C 1.26255 -2.64422 -13.68512 -0.051
O 0.44451 0.15811 -10.16313 -0.186
C -0.69008 0.41670 -9.31125 -0.244
C -1.89438 0.83803 -10.14550 -0.060
H 1.47888 -5.44339 -9.84460 0.075
H 1.30012 -4.65116 -11.39956 0.052
H 2.38684 -3.93374 -10.18106 0.068
H -0.63754 -4.42400 -9.88825 0.119
H 0.48629 -3.84025 -8.71057 0.104
H -0.00186 -1.33050 -12.60154 0.109
H 1.23668 -0.49337 -13.49882 0.124
H 0.97153 -3.50403 -13.08167 0.052
H 0.51754 -2.59193 -14.47905 0.081
H 2.27957 -2.72602 -14.06860 0.084
H -0.80614 -0.41222 -8.61301 0.117
H -0.38323 1.28746 -8.73183 0.121
H -2.72545 1.25844 -9.57921 0.082
H -1.56833 1.63123 -10.81827 0.080
H -2.23501 0.01384 -10.77222 0.074
C 1.21720 2.91995 5.76605 -0.055
C 1.11129 3.49329 7.18229 -0.273
O -0.24059 3.79267 7.40539 -0.207
P -0.71217 4.10928 8.90466 0.442
O -0.09233 5.32368 9.48177 -0.234
O -0.47454 2.71899 9.73786 -0.190
C -1.17864 1.58043 9.31193 -0.273
C -0.21657 0.36204 9.63617 -0.050
O -2.30576 4.18356 8.76818 -0.195
C -2.88973 5.07027 7.72399 -0.207
C -3.16608 4.42086 6.36438 -0.066
H 2.02748 2.19627 5.67755 0.073
H 0.27988 2.55168 5.34902 0.077
H 1.52462 3.75629 5.13825 0.070
H 1.47588 2.81838 7.95667 0.112
H 1.66454 4.43240 7.19163 0.123
H -2.17070 1.50977 9.75795 0.117
H -1.35413 1.61423 8.23667 0.102
H -0.66614 -0.52797 9.19587 0.064
H 0.82445 0.51204 9.35005 0.069
H -0.23137 0.13195 10.70151 0.066
H -3.81686 5.41102 8.18488 0.114
H -2.30311 5.98896 7.72248 0.113
H -3.91548 4.94291 5.76943 0.074
H -2.34050 4.34991 5.65622 0.066
H -3.57149 3.42564 6.54678 0.069
C -4.30935 -0.12083 5.29775 -0.042
C -5.75285 -0.35119 5.92150 -0.290
O -5.94482 0.12738 7.21236 -0.170
P -7.37508 0.69837 7.71800 0.566
O -8.42783 -0.31201 8.04237 -0.246
O -7.86225 1.74045 6.53501 -0.178
C -9.04220 2.48828 6.80371 -0.312
C -8.92284 3.97986 6.96535 -0.079
O -7.01506 1.69056 9.01971 -0.180
C -7.18313 1.09122 10.24611 -0.332
C -7.09602 2.21847 11.30267 -0.059
H -4.02632 0.92578 5.18544 0.060
H -3.62334 -0.60605 5.99206 0.067
H -4.30311 -0.60595 4.32167 0.072
H -6.53103 -0.06414 5.21430 0.110
H -5.88314 -1.43331 5.93352 0.113
H -9.63983 2.33764 5.90468 0.116
H -9.83037 2.10095 7.44935 0.122
H -8.22283 4.30974 6.19771 0.079
H -9.81610 4.60382 6.93619 0.080
H -8.61839 4.34884 7.94478 0.068
H -8.15400 0.60244 10.32735 0.103
H -6.55510 0.21472 10.40559 0.120
H -7.26316 1.97838 12.35267 0.073
H -6.08950 2.63663 11.28974 0.066
H -7.68802 3.11336 11.11083 0.072
C 0.39628 12.14611 1.86383 -0.078
C 1.54583 11.14011 2.10075 -0.225
O 0.77464 9.92700 2.18098 -0.225
P 0.83880 8.93813 3.44818 0.472
O 2.17486 8.47746 3.90473 -0.241
O -0.14937 9.66109 4.57032 -0.169
C 0.56453 10.54262 5.43358 -0.323
C -0.30634 10.92227 6.56601 -0.087
O -0.07531 7.74193 2.90717 -0.177
C 0.10415 7.37150 1.49087 -0.226
C -1.04337 6.37291 1.05086 -0.059
H -0.27740 12.29425 2.70781 0.067
H 0.76651 13.15732 1.69508 0.071
H -0.30312 11.92877 1.05656 0.079
H 2.19553 11.21942 1.22915 0.112
H 2.25405 11.34052 2.90470 0.116
H 1.49843 10.18314 5.86566 0.123
H 0.78057 11.44675 4.86440 0.104
H -0.43572 10.09185 7.26011 0.083
H 0.19844 11.59087 7.26334 0.081
H -1.26402 11.39363 6.34521 0.084
H 0.10343 8.25505 0.85256 0.099
H 1.05022 6.89489 1.23416 0.111
H -0.97267 6.09770 -0.00145 0.069
H -1.11824 5.49035 1.68614 0.070
H -1.96812 6.94591 1.11891 0.067
C 12.79683 6.48203 3.49627 -0.059
C 12.47773 5.02511 3.09533 -0.330
O 11.47834 5.13922 2.20462 -0.190
P 9.90932 4.95510 2.62265 0.510
O 9.24143 5.90159 3.59431 -0.246
O 9.08853 4.68341 1.28087 -0.215
C 7.72599 4.96062 1.01706 -0.242
C 7.55773 6.50653 0.94301 -0.065
O 9.97738 3.48885 3.29364 -0.197
C 10.04624 2.32356 2.42062 -0.291
C 10.37672 1.09179 3.19517 -0.068
H 13.10350 7.02579 2.60274 0.078
H 12.02953 6.93758 4.12221 0.081
H 13.73756 6.45898 4.04637 0.069
H 13.32586 4.52814 2.62437 0.124
H 12.18238 4.45228 3.97439 0.117
H 7.51467 4.54971 0.02985 0.112
H 7.09993 4.50270 1.78288 0.125
H 6.69342 6.73874 0.32081 0.071
H 7.42313 6.86498 1.96355 0.069
H 8.44898 6.93857 0.48790 0.080
H 9.15356 2.22758 1.80254 0.110
H 10.80972 2.52904 1.67031 0.111
H 10.67260 0.28854 2.52036 0.080
H 11.23449 1.39772 3.79412 0.084
H 9.49440 0.83311 3.78058 0.085
C -4.26785 -6.39729 -12.62026 -0.066
C -5.06546 -5.03909 -12.70884 -0.190
O -5.35977 -4.56294 -11.35470 -0.210
P -6.41446 -5.28410 -10.39076 0.474
O -7.82294 -4.99436 -10.72768 -0.235
O -5.93524 -4.74664 -8.88316 -0.192
C -5.60673 -3.36480 -8.73153 -0.288
C -5.20128 -3.12182 -7.26768 -0.075
O -6.06018 -6.84622 -10.38690 -0.213
C -6.72426 -7.79147 -9.56895 -0.261
C -8.14076 -8.10950 -10.03660 -0.076
H -3.41698 -6.22276 -11.96173 0.069
H -4.75230 -7.26951 -12.18135 0.059
H -3.86917 -6.60719 -13.61278 0.072
H -4.40044 -4.29873 -13.15347 0.109
H -5.97524 -5.02615 -13.30903 0.117
H -4.76923 -3.09316 -9.37412 0.105
H -6.41937 -2.67234 -8.95112 0.119
H -4.84759 -2.09507 -7.17389 0.072
H -5.89763 -3.35903 -6.46336 0.079
H -4.27703 -3.67212 -7.09154 0.067
H -6.10937 -8.67888 -9.71900 0.116
H -6.68585 -7.56769 -8.50286 0.121
H -8.45920 -9.01121 -9.51352 0.075
H -8.86253 -7.33693 -9.77149 0.071
H -8.25943 -8.29705 -11.10376 0.083
```



No. 2
A 7-piece molecular cluster, C42H105N7 overall. Source: OMol25; level of theory: the ωB97M-V functional and the def2-TZVPD basis.

The HOMO energy (spin up / spin down) comes out at -0.3525 / -0.3525 Eh. For the molecular weight, the calculation gives 708.4 Da. The spin multiplicity is 2. As for the net charge: +1. As for the calculated total energy: -55674.81308 eV. For the energy above the lowest of the compared OMol25 structures with the same formula, charge and spin, the calculation gives 0.000 eV.

Geometry as XYZ:
```
154
Properties=species:S:1:pos:R:3:mulliken_spin:R:1
C 6.78090 -2.29504 0.63760 0.000
C 6.01597 -2.38781 -0.72261 0.000
N 4.69494 -2.95995 -0.48222 0.000
C 4.83044 -4.39127 -0.12035 0.000
C 3.81082 -4.75349 0.92805 0.000
C 3.68249 -2.69106 -1.51082 0.000
C 3.24697 -1.22963 -1.55341 0.000
H 7.75390 -1.80900 0.56587 0.000
H 6.97029 -3.26004 1.10772 0.000
H 6.25174 -1.63517 1.32510 0.000
H 5.72908 -1.46965 -1.23524 0.000
H 6.51828 -2.92147 -1.52947 0.000
H 4.67460 -4.86627 -1.08895 0.000
H 5.73271 -4.83965 0.29555 0.000
H 2.78243 -4.49495 0.67573 0.000
H 3.87829 -5.83146 1.07471 0.000
H 4.10759 -4.42540 1.92423 0.000
H 2.81833 -3.34629 -1.40129 0.000
H 4.10711 -2.92880 -2.48616 0.000
H 3.77178 -0.64303 -2.30747 0.000
H 3.43447 -0.72796 -0.60406 0.000
H 2.17012 -1.15401 -1.70437 0.000
C -0.35082 6.59815 -4.34804 0.045
C -0.33746 7.17716 -2.87150 0.002
N -0.10315 6.26119 -1.82509 0.740
C -1.08925 5.15612 -1.76494 0.017
C -2.39850 5.55059 -1.12254 0.069
C 0.31379 6.83205 -0.53118 0.003
C 1.20498 5.91015 0.26516 0.032
H 0.70245 6.39376 -4.54027 0.001
H -0.65362 7.44287 -4.96679 -0.004
H -1.01828 5.80924 -4.69476 -0.002
H 0.40774 7.97257 -2.86209 0.009
H -1.26471 7.72895 -2.71707 0.059
H -1.26527 4.80872 -2.78299 0.001
H -0.58418 4.28788 -1.34166 0.000
H -2.88738 6.41382 -1.57410 -0.003
H -3.10058 4.71768 -1.08443 0.001
H -2.22874 5.85377 -0.08940 -0.001
H -0.55241 7.13429 0.05743 0.030
H 0.88038 7.72308 -0.80163 0.002
H 0.64004 5.23594 0.90888 0.002
H 1.74453 6.51570 0.99337 -0.005
H 1.91422 5.25983 -0.24685 -0.001
C -3.04313 -0.81863 4.58757 0.000
C -4.23468 -0.33623 3.80323 0.000
N -4.62637 1.05843 4.12897 0.000
C -5.82953 1.39828 3.43014 0.000
C -5.77413 1.30491 1.92043 0.000
C -4.90735 1.35265 5.51991 0.000
C -4.65187 2.82921 5.85705 0.000
H -2.78618 -1.79466 4.17596 0.000
H -3.10950 -0.91776 5.67103 0.000
H -2.17817 -0.19132 4.37210 0.000
H -3.87918 -0.24062 2.77727 0.000
H -5.07596 -1.02689 3.86112 0.000
H -6.64666 0.73368 3.71071 0.000
H -6.29194 2.34094 3.72284 0.000
H -5.21841 2.14524 1.50437 0.000
H -5.48555 0.29542 1.62756 0.000
H -6.80952 1.31702 1.57995 0.000
H -4.34575 0.67938 6.16754 0.000
H -5.89333 1.02306 5.84749 0.000
H -5.01922 3.01221 6.86684 0.000
H -5.17475 3.47443 5.15109 0.000
H -3.58920 3.03746 5.73271 0.000
C -2.70150 -1.77906 -0.62434 0.000
C -1.57751 -1.68746 0.39659 0.000
N -0.99241 -0.37499 0.26357 0.000
C 0.48987 -0.36293 0.37396 0.000
C 1.09510 -0.83057 1.75853 0.000
C -1.60765 0.62224 1.05133 0.000
C -1.14685 2.06110 0.68651 0.000
H -3.54885 -1.18963 -0.27409 0.000
H -3.12832 -2.78120 -0.66479 0.000
H -2.47903 -1.35658 -1.60420 0.000
H -1.97655 -1.81039 1.40344 0.000
H -0.83462 -2.45376 0.17526 0.000
H 0.99491 0.52010 -0.01755 0.000
H 0.75670 -1.17813 -0.29860 0.000
H 2.01271 -1.33462 1.45514 0.000
H 0.58127 -1.59810 2.33730 0.000
H 1.33641 -0.00839 2.43223 0.000
H -2.68844 0.67699 0.92090 0.000
H -1.43848 0.32605 2.08658 0.000
H -0.17432 2.40744 1.03627 -0.001
H -1.22490 2.23746 -0.38630 0.003
H -1.88902 2.61690 1.25955 0.000
C -4.39175 -2.01569 -4.27926 0.000
C -3.44212 -0.95933 -4.97259 0.000
N -2.16866 -0.76180 -4.24602 0.000
C -1.38673 -2.00321 -4.33932 0.000
C -0.17397 -1.98059 -3.44292 0.000
C -1.43054 0.42938 -4.67504 0.000
C -2.18738 1.64572 -4.06431 0.000
H -4.04694 -3.02332 -4.51144 0.000
H -5.42223 -1.85601 -4.59658 0.000
H -4.35131 -1.78217 -3.21534 0.000
H -3.34247 -1.33296 -5.99170 0.000
H -3.99361 -0.02519 -4.86612 0.000
H -1.88162 -2.97110 -4.25947 0.000
H -1.04974 -2.04734 -5.37497 0.000
H 0.48541 -1.20875 -3.83988 0.000
H -0.40389 -1.76931 -2.39860 0.000
H 0.34985 -2.93514 -3.39239 0.000
H -1.23609 0.44396 -5.74745 0.000
H -0.44992 0.53006 -4.20991 0.000
H -1.69801 2.53669 -4.45775 0.000
H -2.16736 1.62008 -2.97479 0.000
H -3.25797 1.71079 -4.25843 0.000
C -1.70981 -5.07420 3.15473 0.000
C -0.88099 -5.02273 1.85658 0.000
N -1.03046 -6.27569 1.12510 0.000
C -0.02543 -6.19702 0.06883 0.000
C 0.11001 -7.49336 -0.80694 0.000
C -2.42531 -6.53794 0.65406 0.000
C -2.67954 -5.76997 -0.58178 0.000
H -2.78128 -5.02243 2.96144 0.000
H -1.40726 -4.19819 3.72846 0.000
H -1.41313 -5.91062 3.78756 0.000
H -1.05151 -4.12507 1.26227 0.000
H 0.12669 -4.95754 2.26698 0.000
H -0.24718 -5.33934 -0.56623 0.000
H 0.95081 -5.93507 0.47678 0.000
H 0.24083 -8.39177 -0.20375 0.000
H -0.74976 -7.76541 -1.41923 0.000
H 1.01588 -7.47421 -1.41285 0.000
H -3.18201 -6.27035 1.39156 0.000
H -2.60118 -7.60842 0.54813 0.000
H -2.26105 -4.76363 -0.59719 0.000
H -3.71106 -5.63410 -0.90675 0.000
H -2.30888 -6.30451 -1.45642 0.000
C 3.97630 4.45860 2.65022 0.000
C 4.88081 3.29298 2.31813 0.000
N 4.89903 3.01420 0.88673 0.000
C 5.91347 2.02002 0.53565 0.000
C 7.39935 2.44534 0.76612 0.000
C 3.57200 2.59703 0.28569 0.000
C 3.42915 2.85599 -1.25035 -0.003
H 3.01028 4.07233 2.97533 0.000
H 3.85305 5.04599 1.74034 0.000
H 4.38282 4.96955 3.52302 0.000
H 5.87705 3.48432 2.71687 0.000
H 4.57279 2.40205 2.86537 0.000
H 5.81494 1.01771 0.95252 0.000
H 5.80193 1.99729 -0.54839 0.000
H 7.59973 3.35936 0.20707 0.000
H 7.69544 2.66624 1.79161 0.000
H 8.04781 1.63658 0.42922 0.000
H 2.73050 3.11979 0.74032 0.000
H 3.37278 1.54457 0.48757 0.000
H 4.27295 3.03345 -1.91715 0.000
H 2.71088 3.66021 -1.40980 0.004
H 2.83051 2.01242 -1.59402 0.000
```